ORCA calculation (wB97M-V/def2-TZVPD) on a structure of composition C5H5BN4O7P2Ru at a distorted geometry.

Structure (XYZ):
```
25
C5H5BN4O7P2Ru | OMol25 | wB97M-V/def2-TZVPD
Ru -5.594 -1.233 10.744
P -7.608 -2.124 9.012
P -4.773 -1.272 8.213
O -4.717 -0.189 9.351
O -3.462 -2.059 8.505
O -7.942 -3.527 9.674
O -7.646 -0.973 10.044
O -5.873 -2.319 8.899
O -5.135 -0.858 6.897
O -8.149 -1.994 7.680
N -5.579 0.439 11.917
N -7.648 2.673 14.782
N -4.326 4.479 11.933
N -6.013 -2.349 12.293
C -5.757 2.676 13.071
C -6.729 2.782 14.088
C -6.556 -2.618 13.293
C -5.567 1.463 12.412
C -5.005 3.742 12.512
B -7.423 -2.799 14.572
H -8.075 -3.480 10.625
H -6.832 -2.645 15.597
H -3.089 -2.568 7.766
H -8.053 -3.807 14.261
H -8.082 -1.794 14.271
```

Output
Energy above the lowest of the compared OMol25 structures with the same formula, charge and spin, eV: 0.613
<S²>: 6.046
2S+1: 5
LUMO (spin up / spin down), eV: -2.043 / -5.299
Frontier orbital gap (spin up / spin down), eV: 8.304 / 5.549

Löwdin population analysis, charges in e, atoms 1 to 8: 1.423, 0.246, 0.187, -0.396, -0.088, -0.092, -0.377, -0.389

---

ORCA calculation (wB97M-V/def2-TZVPD) on a structure of composition C5H5Br2Cl at a distorted geometry.

Structure (XYZ):
```
13
C5H5Br2Cl | OMol25 | wB97M-V/def2-TZVPD
Br 3.016 -0.745 0.082
Br 1.786 2.109 -0.024
Cl 0.060 -2.124 0.266
C 0.630 -0.104 -1.470
C 1.792 0.381 -0.673
C -1.040 0.315 0.439
C -0.187 -0.529 -0.279
C -1.794 -0.005 1.534
H 0.839 -0.997 -1.883
H -1.685 -0.819 2.175
H -1.070 1.207 -0.050
H -2.504 0.635 1.837
H 0.155 0.675 -1.954
```

Output
Energy above the lowest of the compared OMol25 structures with the same formula, charge and spin, eV: 0.000
LUMO (spin up / spin down), eV: -0.194 / -0.374
Frontier orbital gap (spin up / spin down), eV: 7.430 / 7.314

Löwdin population analysis, charges in e, atoms 1 to 8: 0.734, 0.732, 0.705, -0.311, -1.233, -0.224, -0.713, 0.056

---

ORCA calculation (wB97M-V/def2-TZVPD) on a structure of composition C5H5Br2NO at a distorted geometry.

Structure (XYZ):
```
14
C5H5Br2NO | OMol25 | wB97M-V/def2-TZVPD
Br -2.802 0.251 0.267
Br -2.396 -2.909 -0.236
O 0.463 -1.510 -1.626
N 0.084 -1.306 2.202
C 0.368 0.814 -1.001
C -0.697 -1.368 1.265
C 0.439 -0.432 -1.184
C -1.808 -1.261 0.575
C 1.381 1.783 -0.500
H 1.908 1.346 0.327
H 0.851 2.521 0.050
H 1.068 -1.136 1.997
H -0.710 0.962 -0.845
H 1.852 2.246 -1.290
```

Output
Energy above the lowest of the compared OMol25 structures with the same formula, charge and spin, eV: 2.132
LUMO, eV: 0.010
Frontier orbital gap, eV: 8.812

Löwdin population analysis, charges in e, atoms 1 to 8: 0.795, 0.673, 0.145, 0.192, -0.168, -0.368, -0.298, -1.215

---

ORCA calculation (wB97M-V/def2-TZVPD) on a structure of composition C5H5Br4N at a distorted geometry.

Structure (XYZ):
```
15
C5H5Br4N | OMol25 | wB97M-V/def2-TZVPD
Br -1.288 2.494 -0.192
Br 1.586 0.570 3.178
Br 0.596 1.022 -2.285
Br 3.390 0.665 0.437
N 0.303 -1.096 0.648
C 0.579 0.100 0.551
C -1.522 -0.427 -0.881
C 1.605 0.938 1.311
C -0.509 0.725 -0.754
C -0.673 -1.622 -0.297
H -1.393 -2.445 0.179
H -2.328 -0.247 -0.112
H -1.671 -0.554 -1.958
H 0.104 -2.153 -0.944
H 1.220 2.030 1.118
```

Output
LUMO, eV: 0.059
Frontier orbital gap, eV: 9.634

Löwdin population analysis, charges in e, atoms 1 to 8: 0.598, 0.682, 0.686, 0.585, 0.041, -0.482, -0.244, -1.107

---

ORCA calculation (wB97M-V/def2-TZVPD) on a cluster of 2 separate species, C5H5BrN2O4S in total at a distorted geometry.

Structure (XYZ):
```
18
C5H5BrN2O4S | OMol25 | wB97M-V/def2-TZVPD
Br 1.786 2.035 -1.950
S -1.406 0.207 -1.804
O 0.217 0.912 2.791
O -1.234 2.319 2.038
O 1.149 -2.521 -1.481
O -0.278 -1.856 -2.975
N 0.274 -1.789 -1.888
N -0.504 1.351 1.919
C 0.189 -0.389 0.242
C 1.240 -1.120 0.983
C -0.202 -0.746 -1.067
C -0.545 0.700 0.660
C -1.491 1.261 -0.339
H -1.207 2.280 -0.625
H 2.161 -1.121 0.402
H -2.517 1.314 0.035
H 1.413 -0.672 1.956
H 0.955 -2.166 1.104
```

Output
Energy above the lowest of the compared OMol25 structures with the same formula, charge and spin, eV: 7.117
LUMO (spin up / spin down), eV: -2.580 / -4.118
Frontier orbital gap (spin up / spin down), eV: 7.999 / 4.475

Löwdin population analysis, charges in e, atoms 1 to 8: 0.170, 1.084, 0.084, 0.084, 0.093, 0.014, -0.413, -0.356

---

ORCA calculation (wB97M-V/def2-TZVPD) on the molecule C5H5Cl at a distorted geometry.

Structure (XYZ):
```
11
C5H5Cl | OMol25 | wB97M-V/def2-TZVPD
Cl -2.493 -0.023 -0.414
C -0.989 0.222 0.456
C 0.946 -1.000 -0.313
C 0.034 1.221 -0.121
C 1.209 0.523 -0.343
C -0.328 -1.018 0.304
H -0.928 -1.867 0.419
H 1.942 1.003 -0.913
H -1.189 0.499 1.541
H 0.161 2.315 0.246
H 1.634 -1.874 -0.862
```

Output
Structure (SMILES): ClC1C=CC=C1
Energy above the lowest of the compared OMol25 structures with the same formula, charge and spin, eV: 1.994
LUMO, eV: 0.248
Frontier orbital gap, eV: 9.076

Löwdin population analysis, charges in e, atoms 1 to 8: 0.659, -0.761, -0.018, -0.108, -0.091, -0.242, 0.067, 0.067

---

ORCA calculation (wB97M-V/def2-TZVPD) on the molecule C5H5Cl at a distorted geometry.

Structure (XYZ):
```
11
C5H5Cl | OMol25 | wB97M-V/def2-TZVPD
Cl 0.732 0.711 2.185
C 0.729 0.506 -1.192
C 1.784 0.694 -1.741
C -0.546 0.070 -0.428
C -0.587 -1.085 0.495
C -0.739 0.374 0.981
H -1.311 -1.833 0.516
H 2.691 0.928 -2.071
H 0.333 -1.635 0.699
H -1.496 0.388 -0.974
H -1.591 0.882 1.533
```

Output
Structure (SMILES): C#C[C@H]1C[C@H]1Cl
Energy above the lowest of the compared OMol25 structures with the same formula, charge and spin, eV: 3.013
LUMO, eV: 0.935
Frontier orbital gap, eV: 10.990

Löwdin population analysis, charges in e, atoms 1 to 8: 0.443, -0.055, 0.121, -0.325, -0.137, -0.490, 0.077, -0.017

---

ORCA calculation (wB97M-V/def2-TZVPD) on a cluster of 2 separate species, C5H5Cl4N in total at a distorted geometry.

Structure (XYZ):
```
15
C5H5Cl4N | OMol25 | wB97M-V/def2-TZVPD
Cl 2.184 0.313 1.726
Cl 1.050 2.732 0.268
Cl 3.228 -0.032 -1.241
Cl 2.342 -2.277 0.253
N 0.710 -0.467 -0.751
C -0.464 2.191 0.232
C -0.407 -1.059 -0.037
C -1.448 1.359 0.180
C -1.624 -0.099 -0.133
C 1.857 -0.910 -0.607
H -0.524 -2.063 -0.412
H -0.109 -1.180 0.985
H -2.403 1.963 0.238
H -1.859 -0.145 -1.128
H -2.534 -0.328 0.426
```

Output
Energy above the lowest of the compared OMol25 structures with the same formula, charge and spin, eV: 4.740
LUMO (spin up / spin down), eV: -3.262 / -1.509
Frontier orbital gap (spin up / spin down), eV: 4.797 / 7.887

Löwdin population analysis, charges in e, atoms 1 to 8: -0.082, 0.828, 0.567, 0.651, -0.068, -0.502, -0.233, -0.151

---

ORCA calculation (wB97M-V/def2-TZVPD) on a cluster of 2 separate species, C5H5ClF2 in total at a distorted geometry.

Structure (XYZ):
```
13
C5H5ClF2 | OMol25 | wB97M-V/def2-TZVPD
Cl -2.738 1.900 0.511
F -3.526 0.049 2.206
F -1.836 1.401 2.830
C -2.584 0.880 1.868
C 1.474 0.151 -1.633
C -0.621 -0.642 1.073
C 1.396 -1.031 -0.565
C 0.338 -0.751 0.389
H 0.549 0.250 -2.226
H 1.239 -2.107 -0.906
H 1.811 0.895 -1.023
H 2.312 -0.969 -0.015
H 2.187 -0.026 -2.509
```

Output
Energy above the lowest of the compared OMol25 structures with the same formula, charge and spin, eV: 6.553
LUMO (spin up / spin down), eV: -1.467 / -1.690
Frontier orbital gap (spin up / spin down), eV: 7.538 / 7.240

Löwdin population analysis, charges in e, atoms 1 to 8: 0.808, 0.139, 0.081, -0.780, -0.093, 0.030, -0.276, -0.295

---

ORCA calculation (wB97M-V/def2-TZVPD) on a structure of composition C5H5ClFN at a distorted geometry.

Structure (XYZ):
```
13
C5H5ClFN | OMol25 | wB97M-V/def2-TZVPD
Cl -0.859 1.844 2.372
F -0.873 -1.596 1.524
N 0.113 -0.688 1.369
C -0.747 1.364 -0.305
C -0.605 0.981 0.982
C -0.402 0.370 -1.298
C 1.037 -0.934 0.309
C 0.576 -0.501 -1.017
H 1.346 -1.935 0.186
H 0.846 -1.018 -1.957
H -0.871 0.367 -2.285
H 1.894 -0.440 0.664
H -1.455 2.187 -0.545
```

Output
Energy above the lowest of the compared OMol25 structures with the same formula, charge and spin, eV: 4.436
LUMO, eV: 0.433
Frontier orbital gap, eV: 9.166

Löwdin population analysis, charges in e, atoms 1 to 8: 0.723, -0.045, -0.077, -0.134, -0.604, -0.122, -0.213, -0.097

---

ORCA calculation (wB97M-V/def2-TZVPD) on the molecule C5H5ClFN at a distorted geometry.

Structure (XYZ):
```
13
C5H5ClFN | OMol25 | wB97M-V/def2-TZVPD
Cl 2.177 -1.940 -0.903
F 1.731 2.590 -0.569
N 0.455 2.098 -0.822
C -1.137 0.705 0.260
C -0.166 -1.508 0.385
C -1.245 -0.598 0.556
C 0.225 1.270 0.148
C 0.736 -1.191 -0.647
H -0.084 -2.416 1.049
H -2.285 -0.963 0.863
H -1.973 1.415 0.161
H 0.434 -0.497 -1.308
H 1.132 1.034 0.828
```

Output
Energy above the lowest of the compared OMol25 structures with the same formula, charge and spin, eV: 0.396
<S²>: 2.028
2S+1: 3
LUMO (spin up / spin down), eV: 0.677 / -2.729
Frontier orbital gap (spin up / spin down), eV: 7.010 / 7.678

Löwdin population analysis, charges in e, atoms 1 to 8: 0.725, -0.114, 0.077, -0.101, -0.137, -0.154, -0.181, -0.675

---

ORCA calculation (wB97M-V/def2-TZVPD) on the molecule C5H5ClN2 at a distorted geometry.

Structure (XYZ):
```
13
C5H5ClN2 | OMol25 | wB97M-V/def2-TZVPD
Cl 1.154 1.615 2.819
N 0.269 0.248 -0.821
N -0.518 -0.781 -2.828
C 0.285 0.427 0.553
C -0.448 -0.636 -1.567
C 1.039 1.424 1.121
C -0.482 -0.514 1.365
C -1.121 -1.292 1.991
H -1.138 -1.274 -0.992
H 0.141 -0.153 -3.293
H 0.809 0.938 -1.327
H 1.677 2.011 0.442
H -1.668 -2.013 2.535
```

Output
Structure (SMILES): [H]/N=C\N/C(C#C)=C/Cl
Energy above the lowest of the compared OMol25 structures with the same formula, charge and spin, eV: 2.251
LUMO, eV: 0.588
Frontier orbital gap, eV: 9.064

Löwdin population analysis, charges in e, atoms 1 to 8: 0.636, 0.046, 0.075, -0.354, -0.318, -0.534, -0.111, 0.147

---

| no. | DFT total energy (hartree) |
| --- | --- |
| 1 | -1741.73580 |
| 2 | -5801.60067 |
| 3 | -5471.41698 |
| 4 | -10544.26896 |
| 5 | -3575.93461 |
| 6 | -653.60749 |
| 7 | -653.57005 |
| 8 | -2088.84802 |
| 9 | -853.19035 |
| 10 | -808.14541 |
| 11 | -808.09005 |
| 12 | -763.13004 |